No. 1
A structure of composition C30H28BBr4Cl2F4N3O3SeSi2W, computed with the ωB97M-V functional and the def2-TZVPD basis.

CARTESIAN COORDINATES (ANGSTROEM)
W  0.48293  -0.15995  0.34419
C  1.66027  3.49679  0.44068
Si  2.19406  1.85482  -0.29576
C  3.90556  1.56669  0.43692
C  2.34825  2.17118  -2.15135
C  3.32912  2.99852  -2.70473
C  3.35325  3.25102  -4.06996
C  2.39131  2.68069  -4.89902
C  1.40188  1.87222  -4.35546
C  1.36923  1.61578  -2.98253
Si  -0.05012  0.74852  -2.09385
C  -1.37479  2.06788  -1.97003
C  -0.72864  -0.54100  -3.31093
H  2.46917  4.21542  0.27140
H  1.48356  3.42771  1.51407
H  0.76258  3.88098  -0.04198
H  4.56171  2.32911  0.00240
H  4.35529  0.59509  0.24276
H  3.88468  1.73524  1.51316
H  4.08271  3.45348  -2.07062
H  4.11676  3.89415  -4.48996
H  2.41030  2.87787  -5.96418
H  0.64435  1.44816  -5.00802
H  -1.51691  2.50423  -2.96330
H  -1.07890  2.86847  -1.29703
H  -2.32495  1.65090  -1.62889
H  -1.39526  0.00656  -3.98570
H  -1.34119  -1.30922  -2.84181
H  0.02762  -1.00494  -3.94133
Br  -4.32396  3.86852  3.38990
C  -3.15318  2.44774  2.98825
C  -3.26758  1.22954  3.67725
Br  -4.59024  1.00367  4.99908
C  -2.40934  0.17587  3.39590
Br  -2.47535  -1.49249  4.25328
C  -1.44433  0.34151  2.40802
O  -0.54400  -0.54759  2.06410
C  -1.35170  1.54093  1.70080
O  -0.35077  1.53329  0.80626
C  -2.18328  2.61470  1.99940
Br  -1.98040  4.23710  1.08532
Cl  -4.27597  -0.80315  -1.20868
C  -3.24470  -2.03899  -0.59182
C  -3.75113  -3.33406  -0.39457
C  -2.95987  -4.33023  0.10383
Cl  -3.62484  -5.91235  0.34650
C  -1.60618  -4.08005  0.43051
C  -0.70650  -5.01043  0.99160
C  0.57221  -4.61824  1.27960
C  0.98268  -3.30978  0.98645
N  0.17415  -2.42560  0.44841
C  -1.11690  -2.77998  0.20276
C  -1.93634  -1.73077  -0.28874
O  -1.40259  -0.54584  -0.44586
H  -4.78610  -3.53024  -0.63737
H  -1.04502  -6.01546  1.20367
H  1.27754  -5.29654  1.73741
H  1.99236  -2.98491  1.19437
F  1.82828  -1.09945  3.86146
B  2.42749  -0.17802  3.08626
F  2.05927  -0.76244  1.49609
F  3.77360  -0.20077  3.06219
F  1.84271  1.04120  3.00522
C  4.11654  -0.28241  -3.89419
N  3.06401  -1.29114  -3.96806
C  2.70761  -1.97928  -5.10304
C  1.79171  -2.90157  -4.73574
N  1.61016  -2.76949  -3.37901
C  0.71469  -3.58797  -2.58222
C  2.37871  -1.76852  -2.91344
Se  2.66226  -1.21170  -1.13918
H  4.61566  -0.24665  -4.85901
H  4.82877  -0.56389  -3.12227
H  3.69416  0.68805  -3.65981
H  3.13298  -1.74874  -6.06247
H  1.24836  -3.62640  -5.31390
H  0.41377  -4.44575  -3.17794
H  -0.16492  -3.01649  -2.29958
H  1.23408  -3.92495  -1.68875

## Properties
2S+1   1
LUMO level   -0.04542 hartree
Energy above the lowest of the compared OMol25 structures with the same formula, charge and spin   8.29 kcal per mole
HOMO   -7.930 eV

No. 2
A cluster of 2 separate species, C2H9NO in total, computed with the ωB97M-V functional and the def2-TZVPD basis.

CARTESIAN COORDINATES (ANGSTROEM)
C  -1.26535  -0.72667  1.22230
N  -1.33682  0.38116  0.25481
H  -2.05814  -0.65470  1.96870
H  -1.34483  -1.66037  0.67311
H  -0.29847  -0.68662  1.71982
H  -1.20358  1.28157  0.69180
H  -2.14038  0.38875  -0.35623
C  1.88171  0.47183  -0.58282
O  0.77393  -0.23397  -1.04280
H  1.72459  1.56036  -0.62269
H  2.19716  0.23583  0.45355
H  2.73841  0.24546  -1.22361
H  -0.11473  0.09191  -0.57894

## Properties
2S+1   1
LUMO level   0.03207 hartree
Energy above the lowest of the compared OMol25 structures with the same formula, charge and spin   17.36 kcal per mole
HOMO   -9.020 eV

No. 3
The molecule C5H15N3, computed with the ωB97M-V functional and the def2-TZVPD basis.

CARTESIAN COORDINATES (ANGSTROEM)
C  -1.51471  0.29290  -2.70722
N  -0.72902  0.09840  -1.48445
C  -0.87659  0.96681  -0.34478
C  -0.11066  0.32531  0.88538
C  -0.29021  1.30621  2.06268
N  1.21192  -0.06487  0.41360
C  1.67890  -1.29965  1.04547
N  1.41822  -2.47345  0.18000
H  -1.81374  -0.70647  -3.03056
H  -2.52900  0.61880  -2.45788
H  -0.92588  0.88624  -3.40474
H  0.23608  -0.19941  -1.52568
H  -1.93664  1.17403  -0.13729
H  -0.45061  1.99484  -0.51050
H  -0.71682  -0.54245  1.16235
H  -1.06283  2.06198  1.92806
H  0.63845  1.87108  2.23208
H  -0.34335  0.77819  3.01900
H  1.87544  0.68640  0.30061
H  2.77170  -1.30124  1.10193
H  1.26593  -1.59487  2.01339
H  0.41898  -2.56675  0.01231
H  1.78442  -2.31204  -0.75375

## Properties
2S+1   1
LUMO level   0.03991 hartree
Energy above the lowest of the compared OMol25 structures with the same formula, charge and spin   41.15 kcal per mole
HOMO   -8.000 eV

No. 4
A cluster of 2 separate species, C17H27N5O3S in total, computed with the ωB97M-V functional and the def2-TZVPD basis.

CARTESIAN COORDINATES (ANGSTROEM)
C  1.91869  3.33540  4.70344
C  1.50816  2.78164  3.30846
C  0.40311  3.52313  2.50170
C  0.19394  3.00963  1.22367
H  1.24797  3.09044  0.66194
C  -0.40922  1.55811  1.38138
N  -0.80741  1.07744  0.17065
C  0.08865  0.59379  -1.06816
N  -0.52006  0.32367  -2.19766
C  -1.88494  0.82521  -1.92761
C  -2.05113  1.10177  -0.77300
C  -3.16340  1.71353  -0.29818
O  -3.45629  2.43164  0.94651
N  -4.29395  1.65107  -1.25821
C  -4.03462  1.28299  -2.56847
O  -5.08618  1.14740  -3.13604
N  -2.90339  0.83565  -2.71460
C  -2.67185  0.16837  -4.07470
H  -3.63619  0.36839  -4.90132
H  -2.49964  -0.97405  -4.06113
H  -1.72999  0.72107  -4.68275
H  -5.18949  1.85727  -0.91168
S  1.60164  0.10269  -0.69952
C  1.97419  -0.96836  -2.01262
H  1.91580  -0.24327  -3.27042
C  1.19690  -2.08142  -2.12769
N  1.31693  -2.59143  -0.63520
C  0.10085  -3.66948  -0.65882
C  0.18043  -4.10703  1.07433
O  1.32427  -4.67837  1.33181
C  2.48073  -3.90107  0.88994
C  2.62263  -3.36053  -0.51232
H  3.31063  -2.75531  -0.63408
H  2.70838  -4.22030  -1.02375
H  3.41599  -4.41674  1.30864
H  2.33437  -3.08820  1.51243
H  -0.53719  -4.64805  1.04480
H  -0.10193  -3.27488  1.74677
H  -0.78624  -3.10649  -0.72711
H  0.17690  -4.69516  -1.15194
H  0.08257  -1.86046  -2.20010
H  1.59515  -3.03451  -2.71684
H  3.18804  -1.02811  -1.97229
H  -1.29848  1.64346  1.99869
H  0.35999  0.75050  1.62646
H  -0.57151  3.77314  0.73265
H  -0.44392  3.57261  3.31166
H  0.77230  4.66960  2.62556
H  1.28762  1.67068  3.41345
H  2.54257  2.46108  2.72491
H  2.77680  2.77014  5.09673
H  1.15034  3.42782  5.25289
H  2.30054  4.46390  4.32673

## Properties
2S+1   1
LUMO level   0.00112 hartree
Energy above the lowest of the compared OMol25 structures with the same formula, charge and spin   413.71 kcal per mole
HOMO   -8.397 eV

No. 5
A structure of composition C38H40IrN2O4Si, computed with the ωB97M-V functional and the def2-TZVPD basis.

CARTESIAN COORDINATES (ANGSTROEM)
Ir  0.19113  -0.33534  -0.61169
C  -2.32221  2.09177  -3.24971
C  -3.43608  1.27305  -3.40239
C  -3.49047  0.08270  -2.70049
C  -2.44833  -0.29607  -1.84734
C  -1.27542  0.49548  -1.70248
C  -1.27801  1.69994  -2.42330
C  -2.51064  -1.49776  -1.02761
C  -3.69734  -2.16102  -0.75079
C  -3.71711  -3.30763  0.02004
C  -2.46360  -3.86942  0.40265
C  -2.36995  -5.11460  1.04265
C  -1.14800  -5.68843  1.34506
C  0.01625  -5.01667  0.98498
C  -0.04614  -3.77913  0.36573
C  -1.27088  -3.15184  0.09734
N  -1.30130  -1.88988  -0.48472
H  -2.26466  3.03903  -3.77674
H  -4.24948  1.56074  -4.06014
H  -4.35215  -0.56449  -2.81930
H  -0.44539  2.38768  -2.32191
H  -4.62108  -1.74272  -1.12989
H  -4.64021  -3.81535  0.27289
H  -3.29446  -5.63022  1.28658
H  -1.09984  -6.65186  1.84081
H  0.98738  -5.45225  1.19069
H  0.86444  -3.26193  0.10043
O  3.94125  -2.13292  0.40695
C  3.08712  -1.25313  0.24323
O  1.83715  -1.46685  0.20899
C  3.58531  0.18135  0.14127
C  4.72668  0.43608  0.88483
C  5.26816  1.70898  0.98204
C  4.65440  2.73326  0.29848
C  3.51785  2.47361  -0.46317
C  2.92343  1.19844  -0.58977
N  2.97328  3.70097  -1.10244
O  1.80269  3.77964  -1.37843
O  3.73177  4.64724  -1.25366
H  5.17613  -0.40598  1.39388
H  6.14683  1.90100  1.58455
H  5.02547  3.74368  0.34940
H  1.30670  1.81152  -1.77440
C  1.74797  0.88486  -1.45315
C  2.09003  0.11068  -2.70993
C  1.51088  0.53403  -3.91736
C  1.73338  -0.12209  -5.11460
C  2.56534  -1.23319  -5.16176
C  3.16212  -1.66199  -3.98781
C  2.92991  -1.00803  -2.78438
H  0.85530  1.39274  -3.90474
H  1.24871  0.23854  -6.01513
H  2.74278  -1.75395  -6.09581
H  3.81515  -2.52743  -3.99305
H  3.42549  -1.40071  -1.91090
C  1.13815  1.95485  1.88628
Si  -0.31294  0.84610  1.32860
C  -1.78376  2.16119  1.33029
C  -1.33802  3.38952  0.52451
C  -3.11419  1.67194  0.75132
C  -2.09462  2.67360  2.74639
C  -0.56692  -0.33251  2.87780
C  -1.94885  -0.99236  2.87121
C  0.49847  -1.43286  2.85049
C  -0.38035  0.37256  4.23459
H  0.88234  2.57659  2.74875
H  1.42448  2.62174  1.07167
H  2.01522  1.35637  2.14874
H  -1.11901  3.14221  -0.51167
H  -0.45216  3.86042  0.95454
H  -2.14360  4.13761  0.52746
H  -3.04054  1.44317  -0.30879
H  -3.87031  2.46364  0.86460
H  -3.48807  0.78119  1.26171
H  -1.20316  2.96692  3.30392
H  -2.63956  1.93456  3.33652
H  -2.73843  3.56055  2.66536
H  -2.16446  -1.48847  1.92260
H  -2.74338  -0.26497  3.05612
H  -2.00737  -1.75306  3.66241
H  0.43626  -2.05518  1.96429
H  0.37311  -2.07814  3.73151
H  1.50974  -1.01713  2.88095
H  -1.16902  1.08454  4.47230
H  0.57827  0.89225  4.29611
H  -0.38507  -0.39097  5.02494

## Properties
2S+1   2
LUMO level (spin up / spin down)   0.16664 / 0.16666 hartree
Energy above the lowest of the compared OMol25 structures with the same formula, charge and spin   0.00 kcal per mole
HOMO (spin up / spin down)   0.377 / -1.919 eV
Charge   -2
<S²>   0.78

No. 6
A structure of composition CH4IPS2, computed with the ωB97M-V functional and the def2-TZVPD basis.

CARTESIAN COORDINATES (ANGSTROEM)
C  2.14675  0.61205  0.19068
P  -2.65499  -0.39764  -0.47019
S  1.23101  0.71968  1.51306
S  -1.09020  -0.56160  1.03469
I  3.38345  -1.12824  0.01404
H  2.02597  1.22899  -0.65222
H  -1.71969  -0.11873  -1.42318
H  -3.11524  0.99064  -0.24087
H  -0.20707  -1.34515  0.03400

## Properties
2S+1   1
LUMO level   -0.02689 hartree
Energy above the lowest of the compared OMol25 structures with the same formula, charge and spin   51.94 kcal per mole
HOMO   -8.415 eV

No. 7
A cluster of 2 separate species, C4H10N2O2 in total, computed with the ωB97M-V functional and the def2-TZVPD basis.

CARTESIAN COORDINATES (ANGSTROEM)
C  1.62797  1.41515  -2.89627
C  0.82617  0.60817  -1.85717
N  0.62871  1.34549  -0.70700
O  0.28957  -0.46143  -2.00743
H  2.71614  1.30353  -2.85648
H  1.33414  2.49930  -2.90653
H  1.43840  0.90282  -3.85444
H  0.23761  0.74729  -0.01390
H  0.92442  2.29536  -0.58194
C  -0.59208  -1.70640  2.81170
C  -1.70078  -0.94637  2.13285
N  -1.44458  -0.63801  0.83233
O  -2.66846  -0.50526  2.72009
H  0.31644  -1.37995  2.30074
H  -0.62381  -2.77516  2.56209
H  -0.38454  -1.56735  3.86136
H  -2.13417  -0.12658  0.28874
H  -0.79115  -1.01059  0.17126

## Properties
2S+1   1
LUMO level   0.02355 hartree
Energy above the lowest of the compared OMol25 structures with the same formula, charge and spin   19.62 kcal per mole
HOMO   -9.782 eV

No. 8
A structure of composition C17H20MoN6O5, computed with the ωB97M-V functional and the def2-TZVPD basis.

CARTESIAN COORDINATES (ANGSTROEM)
Mo  -1.27223  0.34727  1.54778
O  -0.75691  0.80596  3.85810
C  -1.01647  -0.40710  4.63407
C  -2.40869  -0.88125  4.24919
N  -2.47666  -1.15983  2.77223
C  -1.83194  -2.46374  2.35681
C  -0.73205  -2.11595  1.37293
O  -0.46653  -2.62741  0.35292
O  -0.05852  -0.95111  1.84565
C  -3.88790  -1.02311  2.26773
C  -4.13928  0.45672  2.03184
O  -5.05809  1.11264  2.31000
O  -2.93646  0.98374  1.43622
H  -0.13460  1.40054  4.30609
H  -0.97212  -0.20162  5.69831
H  -0.25279  -1.14266  4.40249
H  -3.11320  -0.07885  4.46119
H  -2.71372  -1.75757  4.81909
H  -2.53994  -3.14588  1.90269
H  -1.37802  -2.96239  3.21078
H  -4.62647  -1.41514  2.95596
H  -3.98447  -1.53691  1.31245
C  2.10813  0.88287  0.31698
C  0.94170  1.54625  -0.32133
N  -0.34599  1.52922  0.10427
C  -1.10240  2.29766  -0.80896
C  -0.26610  2.75381  -1.74893
N  0.99958  2.27416  -1.42816
C  2.23031  2.49681  -2.24033
N  2.84806  1.27549  -2.59931
N  4.06703  0.94957  -2.02149
N  4.42597  -0.19494  -2.45834
C  3.44176  -0.65167  -3.34300
C  3.38392  -1.83732  -4.07679
C  2.27680  -2.03368  -4.86874
C  1.24094  -1.07963  -4.93750
C  1.28804  0.09862  -4.22346
C  2.42588  0.28475  -3.43478
H  1.95020  0.77199  1.38119
H  3.01551  1.46001  0.16242
H  2.27606  -0.10454  -0.11649
H  -2.15546  2.46760  -0.69476
H  -0.44462  3.37994  -2.60965
H  2.95097  3.06599  -1.66663
H  1.93309  3.07084  -3.11114
H  4.19287  -2.55628  -4.03126
H  2.19923  -2.93594  -5.46251
H  0.38836  -1.27665  -5.57647
H  0.48724  0.82873  -4.28934

## Properties
2S+1   3
LUMO level (spin up / spin down)   -0.31701 / -0.32309 hartree
Energy above the lowest of the compared OMol25 structures with the same formula, charge and spin   16.04 kcal per mole
HOMO (spin up / spin down)   -13.679 / -13.679 eV
Charge   +2
<S²>   2.01